w.
The following is a DFT calculation (ωB97M-V/def2-TZVPD) of 2 unconnected molecules or ions with the total composition C3H8OS.

Each atom is followed by the atoms it is bonded to, with distances in Å.
Atoms and positions in Å:
1 C -1.701 -0.093 0.068  O2 1.575, C3 1.425, H6 1.093, H7 1.073
2 O -2.696 -0.491 -1.086  C1 1.575, H8 0.967
3 C -2.364 0.697 1.051  C1 1.425, H9 1.072, H10 1.089
4 C 2.347 -0.391 -1.027  S5 1.715, H11 1.091, H12 1.088
5 S 2.145 0.156 0.587  C4 1.715, H13 1.347
6 H -1.610 -1.135 0.384  C1 1.093
7 H -0.858 0.247 -0.502  C1 1.073
8 H -3.533 -0.202 -0.698  O2 0.967
9 H -2.944 0.303 1.861  C3 1.072
10 H -2.068 1.725 1.251  C3 1.089
11 H 1.388 -0.875 -1.220  C4 1.091
12 H 3.169 -1.090 -1.169  C4 1.088
13 H 3.224 0.934 0.800  S5 1.347

Properties
Highest occupied orbital energy = -6.1 eV
Gap between HOMO and LUMO = 2.82 eV

=====

x.
The following is a DFT calculation (ωB97M-V/def2-TZVPD) of a single C3H8OS molecule.

Each atom is followed by the atoms it is bonded to, with distances in Å.
Atoms and positions in Å:
1 O 0.897 -1.891 1.362  C2 1.413, H6 0.982
2 C 0.834 -0.647 0.696  O1 1.413, C3 1.663, H7 1.116, H8 1.100
3 C -0.623 -0.193 0.035  C2 1.663, C4 1.570, H9 1.085, H10 1.056
4 C -0.565 0.690 -1.262  C3 1.570, S5 1.784, H11 1.094, H12 1.114
5 S 0.192 2.282 -0.992  C4 1.784, H13 1.329
6 H 0.225 -1.683 2.048  O1 0.982
7 H 1.393 0.219 1.124  C2 1.116
8 H 1.437 -0.784 -0.214  C2 1.100
9 H -1.020 -1.166 -0.232  C3 1.085
10 H -1.248 0.143 0.817  C3 1.056
11 H 0.081 0.127 -1.943  C4 1.094
12 H -1.565 0.760 -1.748  C4 1.114
13 H -0.039 2.142 0.310  S5 1.329

Properties
Highest occupied orbital energy = -9.2 eV
Gap between HOMO and LUMO = 9.99 eV
SMILES = OCCCS

=====

y.
The following is a DFT calculation (ωB97M-V/def2-TZVPD) of a single C3H8OS molecule.

Each atom is followed by the atoms it is bonded to, with distances in Å.
Atoms and positions in Å:
1 C 1.888 -0.635 -0.044  O2 1.347, H6 1.084, H7 1.107, H8 1.085
2 O 0.585 -0.472 -0.346  C1 1.347, C3 1.367
3 C -0.191 0.466 0.276  O2 1.367, C4 1.494, H9 1.069, H10 1.059
4 C -1.530 0.770 -0.313  C3 1.494, S5 1.874, H11 1.024, H12 1.058
5 S -2.576 -0.749 0.019  C4 1.874, H13 1.290
6 H 2.393 -1.236 -0.791  C1 1.084
7 H 2.455 0.306 0.093  C1 1.107
8 H 2.008 -1.168 0.894  C1 1.085
9 H -0.275 0.314 1.331  C3 1.069
10 H 0.324 1.391 0.312  C3 1.059
11 H -1.521 0.975 -1.317  C4 1.024
12 H -1.884 1.682 0.090  C4 1.058
13 H -1.676 -1.645 -0.205  S5 1.290

Properties
Highest occupied orbital energy = -9.0 eV
Gap between HOMO and LUMO = 9.99 eV
SMILES = COCCS

=====

Ranking the structures above by energy, x is first and the second is 4.5 kcal/mol behind.